Density functional theory data (the ωB97M-V functional and the def2-TZVPD basis) for C49H38AsIrN5O11S4 as an isolated structure at a distorted geometry.

As for the orbital gap (alpha / beta): 0.301 / 0.258 Ha. The calculation puts the HOMO energy (alpha / beta) at -8.33 / -8.29 eV. As for the expectation value of S²: 0.75. The spin multiplicity is 2. The value obtained for the energy relative to the best compared isomer or geometry (same formula, charge and spin) is 718.49 kJ/mol. The LUMO energy (alpha / beta) is -0.15 / -1.28 eV.

Cartesian coordinates (Å):
1 Ir 1.3113 -0.5307 1.0363
2 O 1.6511 -3.0039 6.4311
3 C 1.5258 -2.4947 5.1887
4 C 1.7056 -3.2827 4.0466
5 C 1.5690 -2.6747 2.8201
6 N 1.2586 -1.3894 2.7816
7 C 1.0967 -0.5974 3.8318
8 C 1.2109 -1.1353 5.0913
9 C 0.7773 0.8486 3.4528
10 O 0.5147 1.6524 4.3216
11 O 0.7538 1.0809 2.1692
12 C 1.7470 -3.2935 1.4290
13 O 1.7447 -4.5039 1.3305
14 O 1.8237 -2.4408 0.4547
15 H 1.8993 -3.9345 6.3853
16 H 1.9609 -4.3339 4.0961
17 H 1.0860 -0.5188 5.9694
18 O 5.5519 -0.8079 2.5793
19 As 4.6470 -0.8864 1.0446
20 O 4.6985 -2.4350 0.5637
21 O 3.1519 -0.2983 1.7023
22 C 5.6781 0.4872 0.1636
23 C 6.9994 0.6703 0.5571
24 C 7.7566 1.6739 -0.0289
25 C 7.1960 2.5047 -0.9921
26 C 5.8789 2.3221 -1.3847
27 C 5.1329 1.3070 -0.8090
28 S 3.4246 1.0756 -1.2388
29 O 3.2533 1.4695 -2.6279
30 O 2.7048 1.9169 -0.2913
31 O 3.2180 -0.3610 -1.0035
32 H 5.4935 -1.6855 2.9747
33 H 7.4265 0.0366 1.3203
34 H 8.7869 1.8105 0.2734
35 H 7.7887 3.2919 -1.4406
36 H 5.4238 2.9410 -2.1463
37 N -0.6112 -1.3374 1.0475
38 S -1.4148 -1.7750 -0.1158
39 N -2.4832 -0.7265 -0.8102
40 S -2.5835 0.7175 -0.2590
41 N -1.6556 1.8436 -0.7438
42 S -0.0614 1.5941 -1.1212
43 N 0.5228 0.3342 -0.6630
44 C -0.0809 1.5881 -2.9015
45 C -1.0370 2.2964 -3.6172
46 C -0.9937 2.2505 -5.0003
47 C 0.0024 1.5204 -5.6421
48 C 0.9543 0.8301 -4.9074
49 C 0.9166 0.8511 -3.5193
50 C 0.5113 3.2608 -0.7872
51 C 1.6244 3.6937 -1.4971
52 C 2.0771 4.9877 -1.3017
53 C 1.4291 5.8302 -0.4110
54 C 0.3087 5.3898 0.2792
55 C -0.1627 4.1020 0.0852
56 C -4.1771 1.2665 -0.8040
57 C -4.8478 2.2285 -0.0660
58 C -6.0547 2.7101 -0.5486
59 C -6.5663 2.2312 -1.7467
60 C -5.8768 1.2690 -2.4721
61 C -4.6693 0.7754 -2.0034
62 C -2.6976 0.6698 1.5080
63 C -3.6047 -0.2323 2.0552
64 C -3.7421 -0.2728 3.4296
65 C -2.9812 0.5756 4.2309
66 C -2.0796 1.4629 3.6665
67 C -1.9339 1.5189 2.2853
68 C -0.6847 -2.4888 -1.5732
69 C -0.0206 -3.6951 -1.3977
70 C 0.5986 -4.2787 -2.4891
71 C 0.5365 -3.6671 -3.7328
72 C -0.1447 -2.4686 -3.8946
73 C -0.7635 -1.8684 -2.8101
74 C -2.5265 -3.0556 0.4282
75 C -3.5869 -3.4497 -0.3764
76 C -4.4251 -4.4551 0.0737
77 C -4.1963 -5.0519 1.3094
78 C -3.1284 -4.6498 2.0963
79 C -2.2792 -3.6428 1.6556
80 H -1.7956 2.8700 -3.1007
81 H -1.7314 2.7909 -5.5789
82 H 0.0361 1.4973 -6.7238
83 H 1.7357 0.2720 -5.4053
84 H 1.6495 0.3138 -2.9284
85 H 2.1477 3.0377 -2.1802
86 H 2.9479 5.3286 -1.8447
87 H 1.7946 6.8373 -0.2578
88 H -0.2065 6.0488 0.9652
89 H -1.0556 3.7742 0.5912
90 H -4.4407 2.5916 0.8686
91 H -6.5952 3.4582 0.0150
92 H -7.5099 2.6093 -2.1168
93 H -6.2799 0.8980 -3.4047
94 H -4.1191 0.0221 -2.5504
95 H -4.1809 -0.8934 1.4192
96 H -4.4358 -0.9713 3.8780
97 H -3.0869 0.5331 5.3070
98 H -1.4530 2.0884 4.2874
99 H -1.1885 2.1606 1.8420
100 H 0.0489 -4.1717 -0.4294
101 H 1.1441 -5.2022 -2.3542
102 H 1.0283 -4.1243 -4.5815
103 H -0.1854 -1.9870 -4.8626
104 H -1.2808 -0.9278 -2.9234
105 H -3.7486 -2.9770 -1.3362
106 H -5.2561 -4.7767 -0.5397
107 H -4.8538 -5.8391 1.6548
108 H -2.9479 -5.1216 3.0528
109 H -1.4394 -3.3035 2.2473

Cartesian forces, eV/Å:
-1.202 -0.778 0.134
-0.004 -0.002 -0.004
-0.006 -0.039 0.007
-0.051 -0.012 -0.012
0.043 0.060 0.019
0.377 0.009 0.216
-0.074 -0.030 -0.008
0.000 0.053 -0.012
0.257 -0.171 -0.154
0.501 -0.005 0.078
0.397 0.040 0.305
-0.062 -0.023 -0.068
0.031 -0.012 -0.002
-0.155 0.023 0.046
0.000 0.012 -0.001
0.001 0.000 0.001
-0.001 -0.010 0.012
-0.021 0.086 0.004
0.040 -0.517 0.173
0.111 0.035 0.037
-0.045 0.642 -0.391
-0.113 0.075 0.150
0.012 0.023 -0.040
-0.039 0.044 -0.060
0.016 -0.041 0.038
0.020 -0.078 -0.046
-0.045 0.026 -0.146
0.660 -0.310 0.740
0.789 0.212 0.093
0.808 -0.419 0.130
0.272 0.288 -0.350
0.044 -0.041 -0.067
-0.022 0.000 0.018
-0.003 0.008 -0.006
0.000 -0.006 -0.001
0.012 0.026 -0.018
0.103 -0.133 -0.224
0.032 0.113 0.094
0.074 -0.084 -0.109
0.020 0.074 0.064
0.028 0.136 0.106
-0.596 0.192 -0.019
0.595 -0.165 0.003
0.041 -0.154 0.002
0.002 0.055 0.003
-0.035 0.028 0.004
0.053 -0.003 0.026
-0.062 0.042 -0.030
-0.357 -0.325 -0.006
-0.307 0.261 -0.135
-0.175 0.461 -0.206
-0.089 -0.057 -0.032
-0.060 0.018 0.091
0.090 0.132 0.004
0.070 -0.177 -0.054
0.008 -0.078 -0.001
0.020 0.016 0.000
0.003 -0.005 -0.001
0.005 0.002 0.003
0.001 -0.003 0.004
-0.002 -0.008 0.001
-0.172 0.172 0.012
-0.060 0.028 0.048
0.019 -0.046 -0.026
-0.001 -0.043 -0.074
-0.381 0.157 0.145
-0.152 0.032 -0.136
-0.062 -0.041 0.015
0.047 0.001 0.008
0.003 -0.003 0.012
-0.003 0.011 -0.013
0.003 -0.024 -0.010
0.040 0.002 0.023
0.017 0.000 0.001
0.016 -0.002 -0.004
-0.005 -0.005 0.004
-0.006 0.003 -0.008
0.007 0.015 -0.007
-0.009 -0.023 0.019
-0.004 -0.003 0.009
-0.003 -0.003 -0.002
-0.006 0.000 -0.010
0.007 -0.009 -0.008
-0.520 -0.095 -0.315
-0.261 0.270 -0.085
0.016 0.025 -0.010
-0.004 0.016 0.009
0.003 0.007 0.000
-0.042 -0.035 0.030
0.014 -0.006 0.005
0.000 0.000 0.001
-0.002 0.001 -0.003
0.001 -0.001 -0.001
0.005 -0.002 0.006
-0.012 0.003 0.000
-0.016 -0.004 0.001
-0.012 0.008 0.012
-0.313 -0.008 -0.107
-0.158 0.065 0.011
0.005 0.017 0.047
0.005 -0.002 -0.006
0.005 -0.001 -0.002
0.000 -0.001 0.004
-0.016 0.000 0.011
-0.001 0.004 -0.001
-0.003 -0.001 0.000
-0.001 0.000 0.000
-0.002 -0.001 0.002
0.003 0.013 -0.009

---

Density functional theory data (the ωB97M-V functional and the def2-TZVPD basis) for one molecule with the formula C5H9NO at a distorted geometry.

As for the orbital gap: 0.389 Ha. The calculation puts the HOMO energy at -9.57 eV. The value obtained for the energy relative to the best compared isomer or geometry (same formula, charge and spin) is 182.25 kJ/mol. The LUMO energy is 1.00 eV. Its SMILES is C=CCCNC=O.

Cartesian coordinates (Å):
1 C 0.7339 2.4787 -0.7008
2 C 0.3438 1.2884 -1.0991
3 C -0.8168 0.5929 -0.4180
4 C -0.6721 -0.9244 -0.3449
5 N 0.2880 -1.2754 0.6894
6 C 0.1936 -2.1669 1.7149
7 O 0.7344 -2.0227 2.7863
8 H 0.3255 2.7934 0.2582
9 H 1.5731 3.0738 -1.0232
10 H 0.9007 0.7497 -1.8595
11 H -0.9278 1.0457 0.5655
12 H -1.6392 0.8752 -1.0743
13 H -0.2528 -1.1854 -1.3191
14 H -1.6331 -1.4117 -0.2400
15 H 1.1612 -0.7854 0.5647
16 H -0.3122 -3.1259 1.4998

Cartesian forces, eV/Å:
0.432 0.301 1.472
0.496 -0.644 0.300
0.349 0.390 -0.606
0.610 0.252 -0.513
-0.021 0.187 -0.673
0.214 -0.377 0.244
0.323 -0.011 -0.072
-0.296 0.506 -0.303
0.039 -0.183 -0.564
-0.319 0.057 -0.420
-0.373 -0.088 0.050
-0.591 -0.305 0.290
-0.216 -0.489 -0.146
-0.022 -0.213 0.347
-0.020 0.225 0.743
-0.606 0.393 -0.148

---

> Which of these has the highest energy relative to the best compared isomer or geometry (same formula, charge and spin)?

C49H38AsIrN5O11S4

---

> Look up the energy relative to the best compared isomer or geometry (same formula, charge and spin) of the first one.

718.49 kJ/mol